# 1
C28H68N4O5PS2 as an isolated structure at a distorted geometry, computed with ωB97M-V/def2-TZVPD.

Results
HOMO-LUMO gap = 0.2802 Eh
Total charge = -1
HOMO = -5.291 eV
Relative energy (zero: lowest compared OMol25 entry of this formula, charge and spin) = 201.8 kJ/mol

Cartesian coordinates (Å):
S 3.21190 -3.84253 -0.02621
S 3.03946 -2.93831 2.58625
P 1.92412 -5.38248 -0.78171
O 2.56232 -2.51607 -0.28894
O 1.58312 -2.65614 2.44263
O 0.54693 2.81837 2.36102
O 4.45874 -3.94363 -0.85825
O 3.29138 -3.41355 3.98846
N 1.07396 3.09713 -3.97609
N 3.65912 -4.11833 1.57108
N -2.77870 4.42725 6.21987
N -2.55052 -5.91975 -4.90167
C 1.52115 3.92736 -6.35586
C -0.94845 2.64024 6.35074
C -3.71409 4.09472 7.28375
C 0.55884 3.35360 -5.31242
C 0.61084 -5.84881 0.45849
C -1.52945 -5.88253 -5.93859
C -0.21840 3.50760 1.37695
C -2.10694 3.29386 5.59305
C 1.33755 4.27812 -3.16820
C 3.57359 -0.40622 3.61373
C -3.71795 -6.73472 -5.20004
C 1.16301 -6.48840 1.78416
C 0.96051 -4.59866 -2.20297
C -1.15123 6.08430 5.33814
C -3.67287 -4.67283 -3.05610
C -3.14151 3.61748 8.62085
C -0.45851 5.00620 1.76571
C 1.82392 2.50148 1.76512
C -2.81945 -4.61606 -4.31563
C -1.83050 -5.09290 -7.21497
C 2.09961 2.06448 -3.94414
C -4.76577 -6.15807 -6.15758
C 3.90503 -1.34514 2.41070
C -1.93408 5.56692 6.53550
C 2.44921 1.59702 -2.53866
C 2.81678 1.89884 2.78394
C 2.61130 5.07615 -3.46351
C 2.33181 0.50663 3.35524
H -4.45694 -6.25168 -7.19830
H 3.02172 2.38436 -4.44979
H -3.21982 -5.31933 -2.30255
H 2.26508 -6.49704 1.82098
H -4.68443 -5.02945 -3.26044
H -1.86602 -4.15974 -4.03566
H 1.55288 0.04240 2.72912
H 0.75435 -5.90741 2.63062
H 0.81197 -7.53937 1.83451
H 1.56328 1.24261 -2.00925
H 4.43347 0.26519 3.82980
H -3.29548 -3.93314 -5.03364
H -1.22960 5.34689 7.35007
H -1.21767 3.05260 1.22002
H -1.81822 6.34102 4.51356
H 2.91668 2.38790 -1.94806
H 2.47549 3.39972 -6.37659
H 1.89212 0.72980 4.35119
H 2.83995 5.72769 -2.61584
H -4.21695 -6.97220 -4.25595
H 0.85509 -5.38358 -2.97330
H 3.67884 -0.81927 1.46726
H 1.71191 4.98767 -6.19091
H -4.98699 -5.10922 -5.95380
H 3.16000 0.77059 -2.59096
H -0.27410 3.37254 6.79823
H 3.03703 2.57612 3.62849
H -0.35737 2.03369 5.66056
H -3.92348 3.64205 9.38480
H 0.30978 3.52434 0.40319
H -0.60048 6.98553 5.61742
H 1.07903 3.83741 -7.35182
H -0.42068 5.35591 4.98268
H -0.71074 5.60335 0.86236
H 4.99827 -1.52799 2.44122
H 3.47942 4.43488 -3.62293
H -0.61924 -5.46793 -5.49249
H 1.61503 1.81160 0.92260
H -0.90761 -4.94702 -7.78218
H 2.27148 3.46026 1.41368
H -2.57171 6.38330 6.88792
H 1.46663 -3.71342 -2.61771
H -1.26438 -6.90830 -6.21251
H -2.78808 2.58853 8.56532
H -4.32634 4.98299 7.47705
H 3.76078 1.70136 2.23496
H -0.05641 -4.36973 -1.82601
H 1.72953 1.19428 -4.49305
H -2.24147 -4.10433 -7.00593
H 1.36647 3.97183 -2.11815
H -2.52049 -5.62691 -7.86842
H 2.49144 5.72101 -4.33380
H -2.85069 2.52939 5.35451
H -1.73122 3.61777 4.61793
H 0.44465 5.47126 2.20099
H -2.32470 4.24878 8.97330
H -0.08616 -5.01115 0.68214
H -4.41910 3.34407 6.91405
H 0.16346 2.40928 -5.70190
H -0.31249 4.01176 -5.23672
H -0.01983 -6.61898 -0.04007
H -3.38551 -7.70425 -5.58025
H -1.30404 1.97147 7.13421
H -3.76343 -3.67208 -2.62923
H 0.47630 4.94912 -3.22956
H -1.33522 5.08983 2.43576
H -5.70179 -6.71368 -6.05397
H 3.41098 -0.97755 4.54744

Löwdin atomic charge list, values in e, 99 entries:
1 S 0.36
2 S 0.56
3 P 0.83
4 O -0.46
5 O -0.40
6 O -0.17
7 O -0.46
8 O -0.40
9 N -0.20
10 N -0.36
11 N -0.20
12 N -0.19
13 C -0.09
14 C -0.07
15 C -0.26
16 C -0.25
17 C -0.47
18 C -0.25
19 C -0.27
20 C -0.24
21 C -0.25
22 C -0.23
23 C -0.25
24 C -0.17
25 C -0.31
26 C -0.10
27 C -0.09
28 C -0.09
29 C -0.08
30 C -0.23
31 C -0.27
32 C -0.09
33 C -0.27
34 C -0.09
35 C -0.24
36 C -0.28
37 C -0.08
38 C -0.17
39 C -0.09
40 C -0.19
41 H 0.05
42 H 0.10
43 H 0.08
44 H 0.05
45 H 0.06
46 H 0.11
47 H 0.11
48 H 0.07
49 H 0.06
50 H 0.08
51 H 0.10
52 H 0.10
53 H 0.10
54 H 0.12
55 H 0.07
56 H 0.06
57 H 0.07
58 H 0.10
59 H 0.07
60 H 0.10
61 H 0.01
62 H 0.09
63 H 0.05
64 H 0.07
65 H 0.08
66 H 0.07
67 H 0.11
68 H 0.07
69 H 0.07
70 H 0.09
71 H 0.07
72 H 0.07
73 H 0.06
74 H 0.07
75 H 0.10
76 H 0.07
77 H 0.11
78 H 0.13
79 H 0.07
80 H 0.12
81 H 0.11
82 H 0.03
83 H 0.11
84 H 0.06
85 H 0.11
86 H 0.11
87 H 0.03
88 H 0.12
89 H 0.07
90 H 0.09
91 H 0.05
92 H 0.05
93 H 0.12
94 H 0.09
95 H 0.08
96 H 0.06
97 H 0.07
98 H 0.11
99 H 0.11

***

# 2
C3H5NO3 in the gas phase at a distorted geometry, computed with ωB97M-V/def2-TZVPD.

Results
HOMO-LUMO gap = 0.3888 Eh
HOMO = -10.001 eV
SMILES = O=CCNC(=O)O
Relative energy (zero: lowest compared OMol25 entry of this formula, charge and spin) = 93.9 kJ/mol

Cartesian coordinates (Å):
O 1.87888 -1.81398 0.73080
O 1.04034 -1.08152 -1.22867
O -0.03286 2.46003 0.50148
N 0.10749 -0.40193 0.73345
C -1.02004 0.28448 0.13348
C -0.66851 1.75011 -0.22062
C 1.06506 -1.12804 0.14556
H -0.01982 -0.61503 1.70428
H 1.83153 -1.60743 -1.40747
H -1.83969 0.33276 0.85087
H -0.95784 2.11720 -1.23052
H -1.38454 -0.29663 -0.71265

For each atom in turn, the Löwdin charge in e is:
1 O 0.08
2 O 0.10
3 O 0.07
4 N 0.08
5 C -0.12
6 C -0.23
7 C -0.61
8 H 0.15
9 H 0.12
10 H 0.13
11 H 0.12
12 H 0.12

***

# 3
C12H37BF3HgO9S as an isolated structure at a distorted geometry, computed with ωB97M-V/def2-TZVPD.

Results
HOMO-LUMO gap = 0.2467 Eh
Total charge = -1
HOMO = -4.851 eV

Cartesian coordinates (Å):
Hg 0.10429 0.54749 -1.68378
S 3.57837 -0.42005 -2.27402
F 3.92927 -2.42187 -0.47235
F 3.56992 -3.07167 -2.61237
F 5.53341 -2.25508 -1.96935
O 3.50754 -0.26120 -3.71374
O -0.65754 -1.40375 -2.86483
O 2.27060 -0.23128 -1.62302
O 1.25904 -0.63403 3.14724
O -1.72746 1.63986 -2.64341
O -3.75120 -3.06450 0.61619
O 4.60473 0.44704 -1.66178
O -1.48617 -2.63709 -0.51513
O 1.13651 2.52352 -0.65780
C 1.00037 3.64460 1.28941
C -3.91777 -0.79645 1.08614
C 4.13754 -2.16314 -1.80809
C 2.61451 -0.11922 3.00846
C 0.51881 3.64697 -0.15949
C 3.25265 -0.56579 1.67543
C 0.83180 4.83495 -1.05134
C -4.69871 -2.09557 0.96501
C -2.68423 2.40915 -1.95761
C 0.25661 -2.41711 -3.23631
C -5.81464 -1.99303 -0.04697
C 3.37361 -0.51383 4.25701
B -0.30424 -0.28757 0.45907
H -3.37489 -0.60613 0.16030
H 0.63071 2.77170 1.82747
H -1.05030 -0.25564 -0.31979
H -3.12659 -0.72557 1.83254
H -1.02123 -2.06132 0.09636
H 2.98489 -1.44955 4.65879
H -1.38612 -2.25002 -1.38793
H -4.14772 -3.90204 0.86697
H 0.52343 4.50519 1.75847
H 2.07034 3.83879 1.36382
H -0.74202 -0.62091 1.38723
H -2.66706 2.19905 -0.88819
H -0.56925 3.58205 -0.16395
H 3.35706 -1.64907 1.73622
H 4.30795 -0.29707 1.62815
H -6.41779 -1.14410 0.27496
H 1.87846 4.94953 -1.33322
H 0.94543 -2.05840 -4.00114
H 2.52305 0.96691 3.00163
H -6.49262 -2.83381 0.09977
H 0.50115 5.66452 -0.42637
H -5.43810 -1.75746 -1.04238
H 0.15621 0.68507 0.53778
H -2.67508 3.48595 -2.12654
H -0.23067 -3.35916 -3.48771
H -3.69616 2.14535 -2.26503
H 0.11614 4.80026 -1.87276
H -2.40117 -2.71125 -0.23427
H 0.48544 -0.95502 0.15058
H 2.71982 -0.23308 0.78465
H 0.87207 -0.48602 2.28124
H 0.84705 -2.61866 -2.34253
H -5.03541 -2.36787 1.96530
H 3.20202 0.40334 4.82044
H 1.98648 2.54621 -0.21211
H 4.41097 -0.63216 3.94396
H -4.48400 0.08909 1.37475

For each atom in turn, the Löwdin charge in e is:
1 Hg 1.18
2 S 0.51
3 F 0.08
4 F 0.12
5 F 0.05
6 O -0.31
7 O -0.44
8 O -0.42
9 O -0.07
10 O -0.43
11 O -0.05
12 O -0.34
13 O 0.25
14 O -0.12
15 C -0.04
16 C -0.04
17 C -0.54
18 C -0.48
19 C -0.51
20 C -0.05
21 C -0.03
22 C -0.49
23 C -0.35
24 C -0.29
25 C -0.04
26 C -0.06
27 B -0.50
28 H 0.08
29 H 0.08
30 H -0.06
31 H 0.08
32 H 0.06
33 H 0.08
34 H 0.07
35 H 0.12
36 H 0.07
37 H 0.09
38 H 0.00
39 H 0.04
40 H 0.13
41 H 0.08
42 H 0.08
43 H 0.08
44 H 0.09
45 H 0.06
46 H 0.11
47 H 0.08
48 H 0.07
49 H 0.10
50 H -0.03
51 H 0.04
52 H 0.05
53 H 0.04
54 H 0.08
55 H 0.07
56 H -0.01
57 H 0.05
58 H -0.01
59 H 0.04
60 H 0.14
61 H 0.07
62 H 0.10
63 H 0.07
64 H 0.09

***

# 4
C2H7NS2 as an isolated structure at a distorted geometry, computed with ωB97M-V/def2-TZVPD.

Results
HOMO-LUMO gap (spin up / spin down) = 0.2157 / 0.1997 Eh
Total charge = -1
HOMO (spin up / spin down) = -3.454 / -3.022 eV
Relative energy (zero: lowest compared OMol25 entry of this formula, charge and spin) = 226.3 kJ/mol
Multiplicity = 2
<S²> = 0.753

Cartesian coordinates (Å):
S 3.58839 0.86382 -0.35676
S -2.95164 -0.48825 -0.15168
N 0.98422 -0.86721 0.03189
C 0.03971 0.07783 -0.47025
C -0.95627 0.46804 0.58942
H -1.87430 -0.62542 0.70400
H 1.23528 -1.62931 -0.57877
H -0.48490 -0.19429 -1.37607
H -1.49299 1.39051 0.49119
H -0.51067 0.37328 1.57788
H 1.87164 -0.39067 0.26339
H 0.55155 1.02169 -0.72425

For each atom in turn, the Löwdin charge in e is:
1 S -0.56
2 S 0.29
3 N -0.05
4 C -0.41
5 C -0.21
6 H -0.26
7 H 0.06
8 H 0.08
9 H 0.03
10 H 0.10
11 H -0.15
12 H 0.08